# 1
The following is a DFT calculation (ωB97M-V/def2-TZVPD) of a cluster of 21 separate species, C9H55NO22S3 in total at a distorted geometry.

As for the HOMO-LUMO gap: 7.83 eV. The calculation puts the HOMO energy at -0.3076 Eh. Its max |F| is 3.47 eV/A.

CARTESIAN COORDINATES (ANGSTROEM)
O 0.323 -2.275 -2.293
O 2.598 -2.009 -2.129
S -1.935 -3.432 1.758
S 0.023 2.060 -0.618
S 0.078 -0.905 2.387
C 1.288 -1.617 -1.916
N -0.131 -0.413 -0.223
C 0.314 1.014 -3.138
C 2.396 1.678 -1.760
C 0.039 0.820 1.885
C -1.744 -2.016 0.648
C 1.019 1.058 -1.814
C -0.517 0.808 0.461
C -0.235 -1.521 0.684
C 1.065 -0.372 -1.040
H 2.541 -2.927 -2.535
H -3.283 -3.282 2.109
H -0.783 0.661 -3.030
H 0.849 0.363 -3.804
H 0.179 2.075 -3.496
H 2.443 2.746 -2.098
H 2.777 1.555 -0.792
H 3.022 1.169 -2.541
H 0.988 1.309 1.893
H -0.588 1.419 2.489
H -2.420 -1.221 0.767
H -1.912 -2.424 -0.324
H -1.626 0.989 0.610
H 0.444 -2.332 0.480
H 1.902 -0.331 -0.377
O 5.102 1.857 0.406
H 4.302 2.472 0.335
H 5.352 1.775 1.383
O 3.109 -1.789 3.649
H 4.015 -1.779 3.198
H 2.398 -1.731 2.932
O -0.203 -1.868 -5.668
H 0.710 -1.574 -5.991
H -0.072 -2.537 -4.920
O 1.237 3.041 4.337
H 2.183 3.370 4.478
H 0.657 3.839 4.110
O -3.729 2.166 1.299
H -3.969 1.251 1.657
H -4.163 2.274 0.392
O -4.155 -5.331 -0.168
H -4.746 -4.795 -0.789
H -3.390 -5.710 -0.710
O -4.431 -0.037 2.771
H -4.567 -0.960 3.163
H -3.930 0.523 3.449
O -0.005 1.204 5.795
H 0.422 1.808 5.104
H 0.423 0.290 5.723
O -2.723 1.409 4.476
H -2.554 2.259 3.953
H -1.875 1.172 4.974
O 5.952 1.094 -4.007
H 5.528 1.361 -4.886
H 5.617 0.171 -3.763
O 0.850 5.105 -3.477
H 0.966 5.485 -4.407
H 1.767 4.879 -3.112
O -4.632 -2.542 3.675
H -4.836 -3.216 2.948
H -3.882 -2.913 4.245
O 5.125 -1.585 -3.084
H 4.168 -1.709 -2.779
H 5.732 -2.017 -2.399
O -2.831 3.717 3.127
H -3.034 3.114 2.340
H -2.079 4.339 2.861
O 3.608 5.278 -2.956
H 4.077 5.654 -3.770
H 4.298 5.150 -2.227
O -2.283 -2.686 -2.959
H -1.386 -2.232 -2.849
H -2.122 -3.620 -3.313
O 3.315 3.787 0.924
H 3.323 3.991 1.915
H 2.638 4.395 0.482
O -5.436 -0.959 0.182
H -5.951 -0.135 -0.097
H -5.265 -0.902 1.178
O -5.516 -4.332 1.808
H -5.026 -4.697 1.002
H -5.993 -5.100 2.262
O 2.661 -4.432 -3.397
H 3.363 -4.372 -4.123
H 2.773 -5.318 -2.922

=====

# 2
The following is a DFT calculation (ωB97M-V/def2-TZVPD) of a structure of composition C7H15F3N3O3SV at a distorted geometry.

As for the HOMO-LUMO gap: 7.93 eV. The calculation puts the HOMO energy at -0.9027 Eh. As for the charge: +4. Its max |F| is 1.10 eV/A.

CARTESIAN COORDINATES (ANGSTROEM)
V -0.032 0.320 -0.613
C -1.579 0.975 1.929
C -1.553 -0.539 1.842
N -1.495 -0.897 0.393
C -2.773 -0.631 -0.371
C -2.477 0.044 -1.707
N -1.577 1.247 -1.524
C -2.132 2.436 -0.754
C -1.097 2.836 0.277
N -0.601 1.560 0.931
H -1.304 1.323 2.926
H -2.563 1.381 1.704
H -2.433 -0.967 2.326
H -0.670 -0.962 2.324
H -1.274 -1.892 0.319
H -3.434 -0.025 0.246
H -3.290 -1.573 -0.559
H -3.383 0.337 -2.245
H -1.948 -0.639 -2.390
H -1.295 1.591 -2.451
H -3.079 2.132 -0.311
H -2.341 3.247 -1.452
H -1.508 3.492 1.047
H -0.241 3.337 -0.175
H 0.262 1.798 1.432
F 8.678 -5.363 -0.047
C 9.010 -4.255 0.383
F 9.620 -3.466 -0.344
F 8.736 -3.937 1.543
S 2.604 -1.273 -0.984
O 1.207 1.205 -0.770
O 2.821 -1.480 -2.358
O 1.142 -1.363 -0.567

=====

# 3
The following is a DFT calculation (ωB97M-V/def2-TZVPD) of a structure of composition C4H7NO2S at a distorted geometry.

As for the HOMO-LUMO gap: 5.24 eV. The calculation puts the HOMO energy at 0.0314 Eh. As for the charge: -2. Its max |F| is 3.24 eV/A.

CARTESIAN COORDINATES (ANGSTROEM)
O 0.615 -2.824 -0.720
C -0.464 -2.403 -0.211
N -0.412 -0.884 0.572
C 0.337 0.070 0.219
C 0.139 0.750 -1.149
S 1.097 2.237 -1.591
C 0.010 1.672 1.428
O 0.047 1.507 2.638
H -1.248 -2.147 -0.943
H -0.863 -3.022 0.616
H 1.430 -0.023 0.418
H -0.917 0.999 -1.220
H 0.296 -0.023 -1.914
H 0.876 2.152 0.913
H -0.944 1.938 0.945

=====

# 4
The following is a DFT calculation (ωB97M-V/def2-TZVPD) of the ion C2H2FO3P with charge -2 at a distorted geometry.

As for the HOMO-LUMO gap: 5.83 eV. The calculation puts the HOMO energy at 0.0546 Eh. As for the charge: -2. Its max |F| is 4.24 eV/A.

CARTESIAN COORDINATES (ANGSTROEM)
C 1.201 1.161 -0.174
C 0.079 -0.021 0.447
O -1.695 -2.175 -0.241
O -1.289 0.318 0.286
O -0.801 -0.845 -2.146
F 2.387 1.109 0.770
P -0.841 -1.084 -0.688
H 0.571 1.896 0.344
H 0.389 -0.360 1.403

=====

# 5
The following is a DFT calculation (ωB97M-V/def2-TZVPD) of a cluster of 4 separate species, C18H20F24N2O6P in total at a distorted geometry.

As for the HOMO-LUMO gap: 4.39 eV. The calculation puts the HOMO energy at -0.0968 Eh. As for the charge: -1. Its max |F| is 4.50 eV/A.

CARTESIAN COORDINATES (ANGSTROEM)
C 3.754 1.143 -4.452
C 2.710 2.255 -4.952
O 3.073 3.449 -5.102
N 1.316 1.796 -5.181
C 1.311 1.161 -6.545
N 0.425 2.880 -5.191
P -1.181 2.435 -4.710
O -1.239 0.873 -3.961
O -2.324 2.523 -6.020
H 3.256 0.637 -3.558
H 4.727 1.629 -4.142
H 3.860 0.395 -5.304
H 1.673 1.862 -7.372
H 0.269 0.791 -6.817
H 1.990 0.236 -6.552
H -1.625 0.189 -4.557
H -2.842 1.681 -6.008
C 7.573 -2.776 -0.978
C 7.637 -1.377 -0.326
C 6.296 -0.688 -0.063
F 5.592 -0.467 -1.186
F 6.497 0.529 0.503
F 8.455 -0.587 -1.060
F 8.256 -1.536 0.882
O 7.777 -2.855 -2.397
C 6.665 -2.631 -3.237
C 6.822 -1.376 -4.106
F 7.002 -0.269 -3.358
F 5.711 -1.172 -4.850
F 5.538 -2.627 -2.504
F 6.582 -3.717 -4.038
H 8.416 -3.335 -0.565
H 6.690 -3.339 -0.666
H 5.679 -1.277 0.623
H 7.678 -1.473 -4.776
C -1.666 -1.393 -0.201
C -2.339 -2.117 -1.388
C -3.297 -1.280 -2.236
F -4.343 -0.808 -1.529
F -3.826 -2.033 -3.237
F -2.944 -3.242 -0.930
F -1.335 -2.542 -2.209
O -2.247 -1.575 1.102
C -3.326 -0.747 1.466
C -4.631 -1.528 1.674
F -4.990 -2.208 0.568
F -5.651 -0.684 1.967
F -3.447 0.253 0.579
F -2.969 -0.163 2.637
H -0.673 -1.839 -0.106
H -1.474 -0.339 -0.415
H -2.778 -0.433 -2.695
H -4.525 -2.245 2.491
C -6.304 1.514 7.208
C -5.408 0.730 8.194
C -4.397 1.554 8.995
F -3.506 2.191 8.217
F -3.676 0.745 9.813
F -4.797 -0.276 7.527
F -6.245 0.130 9.092
O -5.915 1.528 5.827
C -4.966 2.490 5.418
C -3.653 1.857 4.938
F -3.084 1.096 5.897
F -2.752 2.814 4.610
F -4.788 3.395 6.399
F -5.535 3.161 4.393
H -7.264 0.992 7.201
H -6.539 2.517 7.572
H -4.903 2.295 9.622
H -3.824 1.227 4.065

=====

# 6
The following is a DFT calculation (ωB97M-V/def2-TZVPD) of the molecule C5H4S at a distorted geometry.

The SMILES is C#CC(=S)C=C. As for the HOMO-LUMO gap: 7.63 eV. The calculation puts the HOMO energy at -0.3240 Eh. Its max |F| is 3.10 eV/A.

CARTESIAN COORDINATES (ANGSTROEM)
C -0.674 -1.723 -1.389
C -0.120 -1.246 -0.416
C 0.518 -0.599 0.640
S 1.468 -1.600 1.530
C 0.421 0.880 0.852
C -0.233 1.598 -0.054
H -1.227 -2.235 -2.128
H 1.104 1.238 1.661
H -0.448 2.647 0.068
H -0.809 1.041 -0.765